Entry from OMol25: the molecule C8H8N2O in a non-equilibrium geometry (wB97M-V/def2-TZVPD).

Last column: natural (NBO) charge in e.
Atoms and positions in Å:
1 C 3.28 0.73 0.28  -0.261
2 O 1.93 0.94 -0.02  -0.534
3 C 1.16 -0.36 -0.21  0.350
4 C -0.30 -0.19 -0.13  -0.024
5 C -1.07 -1.24 0.38  -0.227
6 C -2.44 -1.10 0.46  -0.194
7 C -3.05 0.07 0.03  -0.208
8 C -2.28 1.11 -0.47  -0.204
9 C -0.91 0.98 -0.55  -0.206
10 N 1.78 -1.37 -1.00  -0.057
11 N 1.81 -1.56 0.22  -0.083
12 H 3.85 0.43 -0.61  0.171
13 H 3.40 -0.03 1.06  0.178
14 H 3.65 1.68 0.65  0.200
15 H -0.59 -2.14 0.71  0.221
16 H -3.04 -1.91 0.85  0.215
17 H -4.12 0.17 0.10  0.215
18 H -2.76 2.02 -0.81  0.216
19 H -0.29 1.78 -0.94  0.232

- Energy above the lowest of the compared OMol25 structures with the same formula, charge and spin: 80.0 kcal/mol
- Maximum force: 3.44 eV/A
- Gap between HOMO and LUMO: 9.487 eV
- Energy: -13450.7598 eV